# 1
Molecular formula: C8H9NS
Method: DFT, ωB97M-V with the def2-TZVPD basis set

XYZ file:
```
19
C8H9NS ωB97M-V with the def2-TZVPD basis set
C 0.48155 2.63332 1.31857
C 0.74094 1.60211 0.77088
C -0.01959 -0.44758 -0.40803
C -2.60729 -0.59505 -0.53601
C -2.26451 0.39285 0.56091
C 3.82092 -1.19674 -0.22367
C -1.31139 0.26339 -0.62325
C 1.01160 0.37741 0.17782
N 0.11896 -1.69332 -0.81745
S 2.83871 0.14109 0.11714
H -0.10710 3.33956 1.72362
H -2.30395 -1.63049 -0.41789
H -3.34243 -0.41396 -1.35104
H -2.84134 1.24185 0.44672
H -2.10898 0.11159 1.65481
H 3.37990 -2.02808 -0.74993
H 4.95668 -1.16816 -0.10617
H -1.33768 1.14052 -1.24405
H 0.89500 -2.07029 -0.29298
```

Calculated values
**Energy**: -20760.3455 eV
**Total charge**: 0
**Energy above the lowest of the compared OMol25 structures with the same formula, charge and spin**: 512.5 kJ/mol


# 2
Molecular formula: C8H9O2S2
Method: DFT, ωB97M-V with the def2-TZVPD basis set

XYZ file:
```
21
C8H9O2S2 ωB97M-V with the def2-TZVPD basis set
C -1.83765 1.39572 -0.82501
C -2.80757 1.28286 0.11402
C -0.99465 0.26432 -0.89818
C -1.53838 -0.65725 0.00337
C 1.50873 0.25081 -0.77389
C 0.26413 -0.21139 -1.59332
C 1.47704 -0.67892 0.49545
C 1.14334 -0.00482 1.79780
O 0.25049 -3.29759 0.36351
O 0.32819 -1.62976 -1.57160
S -2.91022 -0.24947 0.92136
S 0.17651 -1.94744 -0.02334
H -1.54117 2.18404 -1.46519
H -3.36428 2.10574 0.40311
H 2.50286 0.20727 -1.22676
H 1.36698 1.32915 -0.40053
H 0.33573 0.29498 -2.52847
H 2.40945 -1.26527 0.41742
H 0.35548 0.82172 1.87166
H 1.92730 0.48323 2.34227
H 0.94772 -0.67791 2.57633
```

Calculated values
**Energy**: -34196.1946 eV
**Total charge**: +1
**Energy above the lowest of the compared OMol25 structures with the same formula, charge and spin**: 102.2 kJ/mol


# 3
Molecular formula: C8H9O5S
Method: DFT, ωB97M-V with the def2-TZVPD basis set

XYZ file:
```
23
C8H9O5S ωB97M-V with the def2-TZVPD basis set
C 2.79056 1.42006 -0.81551
C 2.06444 0.84381 0.31855
O 1.62517 1.32216 1.32272
S 1.97458 -0.89638 0.09710
O 2.58371 -1.37841 -1.13013
O 1.05889 -1.63351 0.95473
O 3.45893 -1.07481 1.05954
O 0.44806 -0.02600 -1.08177
C -0.77051 -0.26960 -0.46262
C -1.31272 0.81677 0.26979
C -2.55112 0.67339 0.84948
C -3.17118 -0.61208 0.88172
C -2.56760 -1.66927 0.19386
C -1.43433 -1.53022 -0.48878
H 2.29788 0.73519 -1.51697
H 3.74355 1.14650 -0.66073
H 2.73280 2.53916 -1.06749
H 3.35174 -1.64252 1.84527
H -0.77752 1.75500 0.34810
H -2.76686 1.43646 1.58810
H -4.14004 -0.71170 1.32254
H -3.11800 -2.63251 0.27786
H -1.08381 -2.37395 -1.12580
```

Calculated values
**Energy**: -29513.7091 eV
**Structure (SMILES)**: CC(=O)S(=O)([O-])(O)Oc1ccccc1
**Total charge**: -1
**Energy above the lowest of the compared OMol25 structures with the same formula, charge and spin**: 128.5 kJ/mol


# 4
Molecular formula: C8H9P
Method: DFT, ωB97M-V with the def2-TZVPD basis set

XYZ file:
```
18
C8H9P ωB97M-V with the def2-TZVPD basis set
C 0.32309 -2.06356 -1.76264
C -0.01254 -1.06687 -2.56811
C 0.53041 -1.02711 -0.56628
C 0.31622 -0.05145 -1.46563
C -0.43967 -0.10021 1.58007
C -1.11541 1.06691 0.84206
C 0.76498 -0.50044 0.74828
C -0.08427 1.67515 -0.03938
P 1.53498 1.15004 0.25120
H 0.51838 -3.10133 -1.91513
H -0.29660 -0.94621 -3.57603
H -0.12026 0.32637 2.63684
H -1.17553 -1.03023 1.80687
H -1.86743 0.80408 0.12604
H -1.52441 1.82034 1.52488
H 1.52204 -0.93973 1.29436
H -0.25340 2.54189 -0.52841
H 1.37941 1.44235 1.61102
```

Calculated values
**Energy**: -17722.2526 eV
**Total charge**: 0
**Energy above the lowest of the compared OMol25 structures with the same formula, charge and spin**: 630.1 kJ/mol


# 5
Molecular formula: C8H9P
Method: DFT, ωB97M-V with the def2-TZVPD basis set

XYZ file:
```
18
C8H9P ωB97M-V with the def2-TZVPD basis set
C -3.04005 0.70304 -0.08650
C -2.11619 1.68726 -0.29094
C -2.60156 -0.56325 0.31314
C -0.75835 1.36093 -0.28731
C -1.24361 -0.90811 0.32052
C -0.39582 0.10303 0.05043
C 2.60073 -0.64484 -0.80735
C 1.72329 -0.63319 0.35364
P 2.75208 0.84877 0.31591
H -4.07442 0.94867 -0.01685
H -2.45421 2.68940 -0.34871
H -3.42210 -1.29135 0.73737
H 0.06391 2.13384 -0.44958
H -0.94016 -1.84690 0.73939
H 3.54130 -1.29456 -0.78749
H 2.52430 -0.38802 -1.85507
H 1.60987 -1.42680 1.16647
H 3.82105 0.24373 0.93603
```

Calculated values
**Energy**: -17726.0234 eV
**Total charge**: 0
**Energy above the lowest of the compared OMol25 structures with the same formula, charge and spin**: 266.3 kJ/mol


# 6
Molecular formula: C8HCl2F5O3PdS4Sb
Method: DFT, ωB97M-V with the def2-TZVPD basis set

XYZ file:
```
25
C8HCl2F5O3PdS4Sb ωB97M-V with the def2-TZVPD basis set
Pd -0.82464 0.49782 -1.08038
S 0.10157 -0.50980 3.50553
Sb 0.15126 -0.20030 1.22381
S -2.25117 0.34310 0.74012
S -0.58321 -1.94585 -1.62196
S -0.33211 -2.63997 0.27264
Cl 0.01907 1.28141 -3.70493
C 1.45724 0.83175 -3.88622
Cl 3.00366 0.39791 -4.25221
C -1.09493 0.28537 -3.87996
O -1.94623 -0.53512 -3.93087
O 0.74929 -1.27462 -2.00126
H 0.11470 0.58799 -2.70886
F -2.55807 2.66143 -3.15519
C -1.68456 2.70030 -2.12584
C -0.29108 2.19488 -2.47022
F -0.25435 2.24407 -5.00960
C 0.57378 2.46360 -1.28444
F 1.69997 1.70581 -1.19852
C 0.16562 2.98557 -0.01761
O 0.75764 2.69223 1.04432
C -1.01745 3.78278 -0.08658
F -1.31578 4.58418 0.93139
C -1.89109 3.63941 -1.12002
F -3.01960 4.36020 -1.16857
```

Calculated values
**Energy**: -106423.1574 eV
**Total charge**: -1
**2S+1**: 5
**Energy above the lowest of the compared OMol25 structures with the same formula, charge and spin**: 2173.5 kJ/mol


# 7
Molecular formula: C8HN7
Method: DFT, ωB97M-V with the def2-TZVPD basis set

XYZ file:
```
16
C8HN7 ωB97M-V with the def2-TZVPD basis set
N 2.56582 -1.63005 2.23765
C 1.85059 -0.98295 1.60017
C 0.90381 -0.25645 0.87576
C -0.04453 0.47175 1.53391
N -0.99225 0.91130 0.63779
C -1.68002 2.06202 0.68925
N -2.43288 2.93811 0.69814
N -0.78422 0.37836 -0.65492
C -1.77266 -0.52334 -1.13305
N -2.52129 -1.15427 -1.70426
C 0.52650 -0.27468 -0.62836
C 1.51427 0.38016 -1.48712
N 2.33641 0.84910 -2.11366
C 0.35624 -1.54424 -1.25376
N 0.26413 -2.51177 -1.84556
H -0.08992 0.88694 2.54802
```

Calculated values
**Energy**: -18736.5226 eV
**Structure (SMILES)**: N#CC1=CN(C#N)N(C#N)C1(C#N)C#N
**Total charge**: 0
**Energy above the lowest of the compared OMol25 structures with the same formula, charge and spin**: 0.0 kJ/mol


# 8
Molecular formula: C90H190N10O10
Method: DFT, ωB97M-V with the def2-TZVPD basis set

XYZ file:
```
300
C90H190N10O10 ωB97M-V with the def2-TZVPD basis set
C -39.97494 0.49638 -4.62318
C -40.54320 1.41443 -3.47204
C -42.12753 1.22461 -3.51765
C -42.89741 1.56477 -2.17721
C -42.16814 0.97032 -1.05667
C -40.67388 1.35676 -0.93556
N -40.00311 1.01332 -2.21524
O -38.64084 1.03375 -2.15625
C -40.39989 2.77007 -0.49375
C -40.06693 0.42955 0.18887
C -40.27668 2.91889 -3.81304
H -40.32895 0.75620 -5.62080
H -40.33418 -0.52711 -4.51592
H -38.88948 0.59549 -4.63114
H -42.55474 1.97212 -4.18611
H -42.39907 0.24109 -3.90114
H -43.93334 1.22753 -2.21183
H -42.92062 2.64339 -2.02185
H -42.19887 -0.11886 -1.08591
H -42.70459 1.39339 -0.20737
H -40.58597 3.52283 -1.25979
H -40.88342 3.17393 0.39574
H -39.31071 2.81225 -0.49427
H -40.09286 0.86984 1.18565
H -40.50985 -0.56639 0.18640
H -39.01864 0.30021 -0.08032
H -39.30513 3.22928 -3.42853
H -40.94660 3.53995 -3.21841
H -40.35143 3.16703 -4.87179
H -38.46272 0.09700 -2.26750
C -35.06082 2.11665 6.28230
C -35.26782 2.35655 4.83393
C -33.93505 2.11628 4.08573
C -34.04790 2.08805 2.51526
C -35.00871 0.94641 2.07146
C -36.41991 1.08479 2.78065
N -36.28835 1.32088 4.28961
O -37.54986 1.48493 4.84168
C -37.28433 2.12629 2.08531
C -37.14169 -0.29212 2.55441
C -35.78732 3.82554 4.69021
H -34.78874 1.07418 6.44756
H -35.88438 2.34274 6.95960
H -34.17507 2.69676 6.54119
H -33.28123 2.96452 4.28848
H -33.26780 1.35735 4.49427
H -33.07526 1.91943 2.05303
H -34.38643 3.11892 2.41129
H -34.46315 0.03533 2.31720
H -35.18404 1.05058 1.00071
H -38.30257 1.92521 2.41823
H -36.92344 3.10175 2.41137
H -37.18262 2.00214 1.00719
H -36.53802 -1.18211 2.73219
H -38.05380 -0.36242 3.14705
H -37.38330 -0.39609 1.49662
H -35.26173 4.59493 5.25581
H -36.84084 3.84937 4.96881
H -35.70756 4.29420 3.70934
H -37.42349 0.99255 5.65604
C -46.50682 6.02320 0.96280
C -46.89275 5.43260 -0.41957
C -45.63779 4.58465 -0.88425
C -45.87315 3.76293 -2.12670
C -46.95130 2.73067 -1.84429
C -48.26620 3.37372 -1.29760
N -47.99797 4.46452 -0.27654
O -49.11497 4.96258 0.27680
C -49.09809 3.87404 -2.52151
C -49.19322 2.35950 -0.58747
C -47.29211 6.55345 -1.45552
H -45.47299 6.36797 0.94206
H -46.51390 5.23416 1.71477
H -47.08246 6.89734 1.26714
H -44.79474 5.21823 -1.15984
H -45.27441 3.90974 -0.10929
H -44.87408 3.36908 -2.31339
H -46.10369 4.31406 -3.03840
H -46.64873 1.84943 -1.27863
H -47.06776 2.32078 -2.84755
H -49.21910 3.15277 -3.32973
H -50.10841 4.17857 -2.24835
H -48.73719 4.78628 -2.99653
H -49.18126 1.38782 -1.08122
H -49.03715 2.31370 0.49033
H -50.23803 2.66318 -0.52215
H -48.32605 6.88181 -1.56163
H -47.05079 6.25958 -2.47705
H -46.68838 7.43559 -1.24233
H -49.01586 4.72521 1.20170
C -42.89742 9.57932 3.74388
C -44.08542 10.04783 4.59112
C -44.07670 9.16278 5.89575
C -43.09605 9.51556 6.98346
C -43.10639 11.01373 7.22222
C -43.09678 11.93991 5.98363
N -44.11493 11.44610 5.02801
O -44.28005 12.37814 3.93611
C -43.45483 13.35345 6.48236
C -41.74886 11.93635 5.43451
C -45.44672 9.70566 3.94522
H -42.58627 10.19884 2.90275
H -43.17024 8.66656 3.21422
H -41.96777 9.35651 4.26754
H -45.07759 9.20055 6.32573
H -43.94860 8.11422 5.62707
H -42.13433 9.06405 6.73984
H -43.43732 9.02037 7.89254
H -42.24294 11.29002 7.82740
H -44.02279 11.23458 7.76951
H -42.74297 13.89073 7.10900
H -43.85127 14.02034 5.71673
H -44.34676 13.30714 7.10720
H -41.07853 12.35325 6.18614
H -41.32641 10.97879 5.13004
H -41.76249 12.58763 4.56058
H -46.16589 10.23630 4.56917
H -45.62303 8.63850 4.08009
H -45.45444 9.93117 2.87883
H -45.06899 12.86806 4.17929
C -36.03106 9.40875 1.85982
C -36.61062 8.40820 2.82975
C -37.90421 9.11640 3.48124
C -39.14937 9.09066 2.57882
C -39.50358 7.74705 1.95597
C -38.29256 7.00799 1.33103
N -37.11582 7.15157 2.22852
O -36.14429 6.24561 1.79406
C -38.73972 5.55473 1.20504
C -38.14618 7.65794 -0.07458
C -35.55982 8.16075 3.96079
H -35.59646 10.29036 2.33095
H -36.82550 9.75901 1.20082
H -35.37321 8.88988 1.16261
H -38.15390 8.52202 4.36015
H -37.77332 10.13617 3.84323
H -38.95021 9.83849 1.81125
H -39.91332 9.52408 3.22428
H -40.23892 8.14606 1.25729
H -40.09211 7.13949 2.64343
H -37.97328 5.05662 0.61129
H -38.74156 5.04216 2.16701
H -39.68127 5.44148 0.66766
H -38.72275 7.06889 -0.78781
H -38.58749 8.65446 -0.09128
H -37.11776 7.78619 -0.41223
H -35.44439 8.99117 4.65735
H -34.56654 7.89855 3.59644
H -35.88049 7.39460 4.66669
H -36.12464 5.57547 2.48118
C -50.16128 2.01589 5.39790
C -48.76452 1.67526 5.04146
C -47.94597 2.31570 6.16399
C -46.46902 1.82433 6.29727
C -46.49564 0.33607 6.50876
C -47.34277 -0.45303 5.47730
N -48.62302 0.19974 5.14972
O -49.39759 -0.53658 4.23612
C -46.40540 -0.71324 4.22744
C -47.62584 -1.83450 6.09172
C -48.28654 2.19876 3.64369
H -50.40019 1.48247 6.31794
H -50.85433 1.76933 4.59355
H -50.41358 3.02752 5.71578
H -48.03426 3.39592 6.04813
H -48.47403 1.91237 7.02803
H -45.92691 2.43540 7.01894
H -45.92705 2.08178 5.38727
H -46.92155 0.23469 7.50697
H -45.50531 -0.11592 6.56402
H -46.19808 0.16100 3.61033
H -45.47016 -1.21856 4.46846
H -46.77177 -1.49032 3.55660
H -48.34414 -1.73000 6.90488
H -48.06283 -2.52944 5.37465
H -46.67638 -2.23953 6.44181
H -48.75515 3.16945 3.48158
H -48.70228 1.61902 2.81957
H -47.20632 2.34265 3.66634
H -49.96978 -1.10163 4.76044
C -45.65703 4.87942 12.38776
C -44.76613 6.22692 12.40930
C -43.80456 6.15156 13.52672
C -42.71508 7.32060 13.50789
C -42.02284 7.35901 12.20653
C -42.88719 7.28764 10.90571
N -43.97615 6.25454 11.14825
O -44.72175 6.01794 10.05521
C -43.52502 8.65228 10.63194
C -42.04076 6.92054 9.65656
C -45.75477 7.39231 12.58813
H -45.81708 4.59292 13.42719
H -45.03175 4.14098 11.88594
H -46.62618 4.97130 11.89743
H -44.20120 5.88147 14.50541
H -43.20602 5.25307 13.37646
H -41.97491 7.17063 14.29388
H -43.14699 8.29225 13.74757
H -41.22127 6.62099 12.23669
H -41.36525 8.22674 12.25855
H -44.31916 8.63040 9.88565
H -44.04159 9.16080 11.44598
H -42.76200 9.32297 10.23688
H -42.63148 6.79120 8.74970
H -41.31787 7.70774 9.44241
H -41.54126 5.95512 9.73758
H -46.25850 7.08189 13.50354
H -46.58349 7.50240 11.88870
H -45.28425 8.35976 12.76348
H -44.23893 5.27602 9.68367
C -43.08820 4.26384 1.95490
C -42.66275 3.73002 3.39637
C -41.71987 2.44865 3.28212
C -41.04325 2.22084 4.62487
C -40.21075 3.43344 5.11538
C -41.02753 4.73679 5.23962
N -41.95289 4.88979 4.05444
O -42.74172 6.01345 4.14679
C -41.82614 4.76560 6.58866
C -39.91054 5.89026 5.25383
C -43.88168 3.28026 4.11840
H -42.20620 4.67078 1.46034
H -43.74593 5.11347 2.13828
H -43.55571 3.52528 1.30369
H -42.31533 1.53911 3.20305
H -40.97987 2.48356 2.48257
H -40.39619 1.35964 4.45830
H -41.84268 1.83645 5.25832
H -39.26836 3.53711 4.57756
H -39.94039 3.19440 6.14390
H -42.48050 3.89536 6.63965
H -41.13782 4.63445 7.42359
H -42.47329 5.62264 6.77514
H -39.30868 5.98240 4.34974
H -40.43980 6.81656 5.47731
H -39.20591 5.70152 6.06375
H -44.61412 4.08657 4.15696
H -43.60429 2.87588 5.09186
H -44.34270 2.48090 3.53822
H -42.40000 6.53241 3.41502
C -41.35899 -3.65066 1.73331
C -40.59533 -3.00367 2.91772
C -41.28969 -1.62867 3.21135
C -42.71213 -1.68978 3.97278
C -42.46803 -2.41594 5.24203
C -41.88123 -3.82286 5.05167
N -40.64930 -3.71907 4.22161
O -39.85118 -4.78383 4.17351
C -41.37679 -4.17905 6.49392
C -42.95594 -4.82411 4.76087
C -39.13451 -2.83479 2.39698
H -42.39796 -3.71149 2.05728
H -41.11764 -4.70922 1.63690
H -41.42409 -3.05022 0.82595
H -40.62917 -0.89302 3.67030
H -41.49922 -1.13029 2.26486
H -43.55323 -2.15443 3.45825
H -43.02797 -0.66355 4.16044
H -43.38908 -2.35091 5.82129
H -41.87464 -1.69054 5.79861
H -42.21230 -4.04779 7.18153
H -40.98076 -5.19152 6.57260
H -40.60610 -3.46758 6.79050
H -43.36532 -4.61914 3.77169
H -42.51590 -5.81250 4.62831
H -43.76525 -4.85778 5.49024
H -38.43965 -2.55537 3.18894
H -38.98809 -2.21500 1.51238
H -38.67396 -3.73741 1.99540
H -38.96770 -4.46724 4.37557
C -44.43895 -0.69513 11.77128
C -43.70515 0.01490 10.52922
C -44.60107 1.15495 10.17775
C -43.97124 2.23736 9.26831
C -42.60387 2.57405 9.86330
C -41.63832 1.43614 10.21143
N -42.39510 0.46965 11.09815
O -41.54810 -0.56393 11.33167
C -41.11731 0.86384 8.83102
C -40.47610 2.09266 10.96430
C -43.73320 -0.93858 9.25951
H -44.19125 -0.07906 12.63568
H -44.18886 -1.75369 11.84213
H -45.51402 -0.57202 11.64025
H -45.52837 0.82697 9.70801
H -44.90411 1.70933 11.06596
H -44.57716 3.14332 9.25449
H -43.86856 1.86202 8.25015
H -42.78691 3.21260 10.72751
H -42.10026 3.25169 9.17390
H -41.85892 0.77465 8.03719
H -40.35834 1.46526 8.33066
H -40.64729 -0.11832 8.88146
H -39.67629 1.35864 11.06229
H -40.13072 2.93015 10.35815
H -40.75973 2.47858 11.94344
H -43.40150 -0.31812 8.42697
H -44.68503 -1.43552 9.07199
H -43.00365 -1.74767 9.29431
H -41.44576 -0.55226 12.28613
```

Calculated values
**Energy**: -131763.0283 eV
**Total charge**: +1
**2S+1**: 2
**Energy above the lowest of the compared OMol25 structures with the same formula, charge and spin**: 235.0 kJ/mol